Molecular formula: C17H11N5S4SeV
Method: DFT, wB97M-V/def2-TZVPD

```
39
Properties=species:S:1:pos:R:3:forces:R:3:lowdin_spin:R:1
V 0.138 -0.226 0.207 -0.420 1.932 0.272 1.2447
S -2.142 -0.758 0.135 -0.209 0.047 -0.375 -0.0069
C -2.153 -1.107 1.822 -0.194 -0.070 0.543 0.0081
C -2.991 -2.102 2.314 0.143 0.073 0.252 0.0045
C -2.942 -2.475 3.652 0.779 0.840 -0.170 0.0075
C -3.797 -3.493 4.110 -0.534 -0.662 0.288 0.0010
N -4.524 -4.317 4.448 -0.101 -0.138 0.087 0.0016
C -2.028 -1.840 4.521 -0.300 0.283 -1.074 0.0067
C -1.228 -0.802 4.042 -0.240 -0.113 -0.070 0.0026
C -1.293 -0.412 2.710 -0.666 -0.135 0.236 -0.0009
S -0.303 0.882 2.116 0.320 0.510 0.666 -0.0285
C -1.886 -2.264 5.856 0.085 -0.202 0.767 0.0010
N -1.731 -2.598 6.944 -0.004 -0.061 0.194 0.0002
H -3.660 -2.604 1.628 -0.024 -0.050 0.073 0.0000
H -0.518 -0.322 4.700 -0.026 0.015 0.049 0.0001
C 3.632 2.166 -1.755 -0.108 0.002 0.019 -0.0014
C 2.305 1.589 -1.352 -0.354 -0.053 -0.042 -0.0133
S 2.312 0.534 0.025 0.207 0.298 0.087 -0.0472
C 1.147 1.870 -1.984 0.106 -0.141 0.101 -0.0108
C 0.977 2.797 -3.150 0.044 -0.091 0.147 -0.0013
S -0.336 1.139 -1.441 0.000 0.191 -0.493 -0.0717
H 4.404 1.752 -1.116 0.179 0.051 -0.020 0.0001
H 3.628 3.250 -1.648 0.107 0.115 -0.024 -0.0003
H 3.860 1.919 -2.791 0.098 0.031 -0.078 -0.0006
H 1.922 3.216 -3.478 0.156 0.083 -0.077 0.0000
H 0.308 3.609 -2.871 -0.048 0.136 -0.087 -0.0001
H 0.519 2.259 -3.978 -0.027 0.055 -0.165 -0.0002
Se 0.734 -3.514 3.111 0.018 -0.160 0.057 0.1944
N 0.945 -4.741 1.838 0.118 -0.532 -0.431 0.1885
C 0.933 -4.133 0.655 -0.078 -0.169 0.701 -0.0076
C 1.059 -4.708 -0.613 0.030 -0.261 0.018 0.1911
C 1.006 -3.858 -1.707 -0.039 0.418 -0.149 0.0307
C 0.830 -2.491 -1.554 0.196 -0.325 -1.266 0.1736
N 0.684 -1.913 -0.357 0.431 -1.620 -0.506 0.0575
C 0.756 -2.702 0.723 0.166 -0.684 1.725 -0.0188
N 0.661 -2.182 1.933 0.210 0.586 -1.149 0.0782
H 1.198 -5.772 -0.717 -0.013 -0.092 -0.024 0.0103
H 1.092 -4.263 -2.702 0.047 0.052 -0.151 -0.0029
H 0.806 -1.814 -2.402 -0.052 -0.162 0.069 0.0102
```
Forces are in eV/Å.

Calculated values
⟨S²⟩	2.108
multiplicity	3
DFT total energy	-159635.9187	eV
total charge	-1
LUMO level (alpha / beta)	1.569 / 1.654	eV

Molecular formula: C17H12AuF2N2O3S4Sb
Method: DFT, wB97M-V/def2-TZVPD

```
42
Properties=species:S:1:pos:R:3:forces:R:3:lowdin_spin:R:1
Au 0.702 0.998 2.057 -0.802 -0.102 -0.222 0.2900
S -2.500 1.641 4.661 -0.230 -0.007 -0.080 0.0023
Sb -0.365 1.601 5.330 0.192 -0.017 -0.038 0.0303
S 0.649 -0.270 3.957 0.158 -0.066 0.316 0.0782
S 0.818 2.808 3.418 0.245 0.236 0.176 0.0579
F 6.022 1.226 0.659 -0.043 -0.026 -0.008 0.0067
C 4.836 0.602 0.518 0.073 0.059 0.010 0.0128
C 3.738 1.077 1.214 0.006 -0.044 -0.055 0.0428
C 2.547 0.406 1.037 0.292 0.113 -0.096 0.3507
C 2.402 -0.710 0.212 -0.101 0.032 0.019 0.0407
C 3.550 -1.121 -0.455 0.031 -0.088 -0.057 0.0124
F 3.509 -2.190 -1.279 0.033 0.032 0.018 0.0074
C 4.772 -0.491 -0.322 -0.064 0.003 0.016 -0.0128
C 1.067 -1.344 0.134 -0.001 0.110 0.056 0.0067
C 0.718 -2.444 -0.633 -0.016 -0.013 -0.045 -0.0018
C -0.594 -2.897 -0.609 0.029 -0.070 -0.076 -0.0007
C -1.526 -2.285 0.207 -0.042 0.166 -0.043 0.0001
C -1.107 -1.209 0.967 -0.026 0.068 -0.086 0.0054
N 0.139 -0.744 0.901 0.071 -0.223 0.050 0.0382
H 3.832 1.933 1.869 -0.009 -0.008 0.023 0.0064
H 5.640 -0.848 -0.856 0.006 0.001 -0.003 -0.0009
H 1.452 -2.922 -1.260 -0.024 -0.003 0.004 0.0002
H -0.889 -3.722 -1.242 -0.020 0.014 -0.003 0.0000
H -2.566 -2.575 0.208 -0.026 -0.055 -0.038 0.0001
H -1.784 -0.679 1.624 0.012 0.005 0.056 0.0020
N -0.072 2.405 0.422 0.193 -0.146 0.040 0.0163
C -1.029 1.754 -0.431 0.085 0.082 0.017 0.0008
C -2.354 1.648 -0.034 -0.014 -0.034 -0.088 0.0027
C -3.226 0.890 -0.804 -0.039 -0.011 -0.003 -0.0004
C -2.780 0.226 -1.942 0.134 0.170 0.174 0.0023
C -1.457 0.368 -2.337 -0.083 -0.034 -0.067 0.0003
C -0.579 1.135 -1.586 -0.040 -0.007 0.019 0.0015
S -3.886 -0.877 -2.821 -0.030 -0.245 -0.029 0.0000
O -3.155 -1.227 -4.029 -0.006 0.030 -0.002 0.0000
O -4.045 -1.986 -1.883 0.088 0.017 0.050 0.0002
O -5.096 -0.104 -3.026 0.002 0.066 -0.008 0.0001
H 0.705 2.786 -0.105 0.001 0.032 0.027 -0.0003
H -0.465 3.134 1.012 -0.058 0.001 -0.050 0.0015
H -2.690 2.125 0.880 -0.002 -0.005 0.010 0.0001
H -4.265 0.792 -0.516 0.006 -0.014 0.006 -0.0001
H -1.135 -0.137 -3.239 0.010 -0.015 0.010 0.0000
H 0.463 1.227 -1.879 0.011 -0.004 -0.003 0.0001
```
Forces are in eV/Å.

Calculated values
⟨S²⟩	0.760
multiplicity	2
DFT total energy	-85954.4793	eV
total charge	-1
ΔE to the lowest compared entry with this formula, charge and spin	18.36	kcal per mole
LUMO level (alpha / beta)	0.624 / 0.132	eV

Molecular formula: C17H12BrI4N2NiO
Method: DFT, wB97M-V/def2-TZVPD

```
38
Properties=species:S:1:pos:R:3:forces:R:3:lowdin_spin:R:1
Ni -1.231 -0.472 -0.023 1.233 0.380 1.205 1.6658
Br 3.347 -4.107 4.550 -0.043 0.003 -0.002 0.0002
C 1.973 -3.145 3.675 0.185 0.011 -0.069 -0.0002
C 0.664 -3.185 4.185 0.025 -0.006 -0.098 -0.0010
C -0.342 -2.507 3.557 -0.149 0.230 -0.156 0.0048
C -0.112 -1.739 2.380 0.806 -0.140 0.143 0.0065
O -1.089 -1.101 1.842 -0.889 0.317 -0.547 0.0770
C 1.243 -1.685 1.898 -0.673 -0.076 -0.060 0.0017
C 1.615 -0.828 0.827 0.145 0.074 0.174 0.0041
N 0.784 -0.199 0.063 -0.523 -0.300 -0.345 0.0695
C 1.164 0.796 -0.843 0.364 0.165 -0.134 0.0057
C 2.365 0.894 -1.505 -0.220 -0.084 0.147 0.0015
C 2.613 1.979 -2.366 0.008 0.124 -0.082 0.0005
C 1.679 2.958 -2.560 0.096 0.008 -0.068 0.0004
C 0.429 2.885 -1.906 -0.037 -0.187 0.118 0.0013
C -0.594 3.846 -2.059 -0.055 -0.030 0.071 -0.0019
C -1.777 3.683 -1.392 0.031 0.108 -0.050 0.0018
C -1.960 2.545 -0.591 0.066 -0.006 0.083 0.0019
N -1.039 1.619 -0.440 -0.163 -0.186 0.021 0.0417
C 0.165 1.786 -1.060 0.118 0.153 -0.100 0.0046
C 2.258 -2.400 2.567 0.086 -0.154 0.191 -0.0011
H 0.460 -3.762 5.078 -0.013 0.003 0.000 0.0001
H -1.355 -2.533 3.936 0.020 -0.008 0.023 0.0001
H 2.686 -0.650 0.714 -0.028 0.079 -0.061 0.0036
H 3.122 0.133 -1.374 0.000 -0.004 0.009 0.0002
H 3.565 2.031 -2.877 -0.014 0.012 -0.006 0.0001
H 1.877 3.789 -3.225 0.015 0.005 0.029 0.0001
H -0.424 4.705 -2.696 -0.025 -0.008 -0.015 -0.0001
H -2.578 4.404 -1.478 0.023 0.016 0.026 0.0003
H -2.891 2.399 -0.055 -0.025 -0.054 -0.063 0.0003
H 3.276 -2.358 2.200 -0.013 0.041 -0.027 0.0001
I -1.873 -0.360 -3.087 -0.374 0.039 0.089 0.0288
C -3.853 -0.325 -2.260 0.116 -0.019 0.115 0.0010
I -3.916 -0.534 -0.118 -0.175 -0.039 -0.413 0.0370
H -4.405 -1.148 -2.695 0.004 -0.030 0.046 0.0004
H -4.295 0.630 -2.512 0.019 0.016 0.009 0.0003
I -0.978 -3.028 -1.041 0.074 -0.631 -0.148 0.0374
I -0.575 -5.019 0.693 -0.014 0.179 -0.053 0.0057
```
Forces are in eV/Å.

Calculated values
⟨S²⟩	2.006
multiplicity	3
DFT total energy	-166335.2662	eV
total charge	+1
LUMO level (alpha / beta)	-4.566 / -4.538	eV

Molecular formula: C17H12Cl3F3NO6Rb
Method: DFT, wB97M-V/def2-TZVPD

```
43
Properties=species:S:1:pos:R:3:forces:R:3:lowdin_charge:R:1
Rb -0.171 -1.779 -0.428 -0.037 -0.052 -0.031 0.8629
O -0.646 1.997 -3.987 0.005 -0.014 0.010 0.0852
C -0.252 0.933 -3.241 -0.026 -0.007 0.009 -0.5038
O -1.053 0.169 -2.774 0.032 0.004 -0.005 0.0506
C 1.233 0.842 -3.090 0.002 0.008 -0.013 -0.2135
C 2.076 1.772 -3.674 -0.021 -0.007 0.008 -0.0118
C 3.443 1.603 -3.491 0.008 -0.006 0.000 -0.0586
C 3.889 0.526 -2.754 -0.006 -0.004 0.009 0.0016
C 2.961 -0.356 -2.189 0.008 0.011 -0.010 -0.1548
N 1.654 -0.188 -2.358 0.008 -0.010 0.027 0.1508
C 3.470 -1.557 -1.346 -0.034 0.001 0.010 -0.6824
O 4.697 -1.744 -1.423 0.015 -0.002 -0.005 -0.0435
O 2.597 -2.170 -0.705 0.007 -0.007 -0.017 -0.1479
H -1.613 1.959 -3.983 -0.001 0.002 -0.001 0.1242
H 1.672 2.596 -4.243 0.001 0.003 -0.001 0.1068
H 4.143 2.307 -3.924 -0.001 -0.001 0.001 0.0986
H 4.934 0.318 -2.579 0.001 0.008 -0.005 0.1090
Cl 1.393 3.541 1.034 0.001 0.001 -0.001 0.4850
C 0.162 2.304 1.393 -0.007 -0.001 0.015 -0.9827
Cl -0.709 1.817 -0.073 -0.001 0.008 0.001 0.5741
H -0.552 2.725 2.092 0.000 -0.001 -0.003 0.0000
H 0.654 1.425 1.793 -0.002 0.003 -0.003 0.0178
Cl 1.311 0.812 4.968 0.003 -0.001 -0.001 0.5972
C -0.295 1.229 4.382 -0.009 -0.001 -0.006 -0.6505
C -0.797 2.462 4.728 -0.006 0.002 0.009 -0.1917
C -2.044 2.889 4.271 0.010 0.009 -0.007 -0.1770
C -2.771 1.991 3.471 -0.007 -0.005 0.008 -0.1593
C -2.274 0.762 3.127 -0.002 0.005 -0.012 -0.0983
C -0.969 0.289 3.527 0.014 0.006 0.015 -0.4288
C -0.440 -0.903 3.081 -0.010 -0.006 0.023 -0.0975
H -0.194 3.105 5.359 0.002 0.001 -0.001 0.0850
H -2.437 3.859 4.545 0.000 0.002 -0.001 0.0644
H -3.753 2.276 3.104 0.000 0.002 0.000 0.0866
H -2.860 0.108 2.489 0.002 0.002 0.003 0.1018
H -1.083 -1.590 2.543 -0.018 0.001 -0.014 0.0087
H 0.503 -1.276 3.451 0.009 0.002 -0.020 -0.0040
F -2.072 -6.023 -3.204 0.002 0.012 0.027 0.1053
C -1.864 -5.419 -2.014 -0.002 0.010 -0.005 -0.5318
F -1.873 -6.407 -1.082 -0.001 -0.008 -0.019 0.1054
F -0.601 -4.945 -2.048 -0.001 -0.035 -0.016 0.1033
C -2.933 -4.318 -1.668 0.063 0.009 0.001 -0.6568
O -4.070 -4.568 -2.072 -0.023 -0.018 -0.002 0.0005
O -2.465 -3.373 -1.008 0.019 0.074 0.028 -0.1301
```
Forces are in eV/Å.

Calculated values
multiplicity	1
DFT total energy	-77978.5024	eV
total charge	-2
ΔE to the lowest compared entry with this formula, charge and spin	15.73	kcal per mole
LUMO level	3.845	eV

Molecular formula: C17H12ClN3O
Method: DFT, wB97M-V/def2-TZVPD

```
34
Properties=species:S:1:pos:R:3:forces:R:3:lowdin_charge:R:1
O 1.220 -0.012 1.434 -0.365 0.186 0.356 0.0770
Cl -2.289 -1.407 -4.214 -0.336 -0.096 0.393 0.7129
N -2.635 -1.430 -1.601 0.559 0.508 0.096 0.0154
N -2.309 -1.187 -0.344 0.354 0.464 0.187 0.0637
C 0.175 -0.184 2.034 0.298 -0.056 -0.068 -0.3965
C -1.892 -0.928 -2.586 -0.066 -0.265 0.342 -0.6552
C -1.220 -0.438 0.000 -0.705 -1.254 -1.677 -0.2516
C -0.009 -0.599 6.305 0.815 -0.119 -0.822 -0.0789
C 1.795 1.499 -5.433 0.246 -0.554 0.458 -0.0858
C 1.246 -0.521 5.664 -1.463 0.567 -1.161 -0.0572
C -1.198 -0.523 5.584 -0.098 0.571 0.168 -0.0762
C 0.432 1.732 -5.428 -0.435 -0.481 0.215 -0.0793
C 2.345 0.704 -4.415 -0.412 -0.203 0.540 -0.0668
C 1.292 -0.310 4.273 -0.601 -0.658 0.489 -0.0062
C -1.171 -0.300 4.201 1.231 -0.511 0.929 -0.0316
C -0.406 0.080 -1.015 -0.101 -0.118 -1.112 0.0852
C -0.423 1.163 -4.483 0.880 -0.258 -0.099 -0.0548
C 1.497 0.147 -3.429 0.022 0.100 -0.318 -0.0198
C 0.078 -0.255 3.547 0.135 0.134 -0.141 -0.1235
C -0.758 -0.151 -2.385 0.482 -0.014 1.813 -0.1691
C 0.098 0.335 -3.495 1.138 0.643 0.621 -0.2269
N -1.027 -0.383 1.380 -0.405 -0.258 0.399 0.1290
H -0.022 -0.734 7.367 -0.149 -0.082 0.436 0.0945
H 2.388 1.908 -6.254 0.016 -0.112 0.448 0.1066
H 2.156 -0.567 6.218 0.428 -0.102 0.379 0.0927
H -2.150 -0.546 6.143 0.538 -0.070 -0.520 0.1131
H 0.019 2.312 -6.219 -0.341 0.479 -0.407 0.0948
H 3.422 0.516 -4.346 -0.457 0.100 -0.133 0.1042
H 2.260 -0.291 3.758 -0.610 0.124 0.063 0.1211
H -2.111 -0.205 3.696 -0.217 0.105 -0.330 0.0997
H 0.516 0.602 -0.793 -0.181 0.067 0.064 0.1129
H -1.480 1.317 -4.491 -0.453 0.298 -0.230 0.0980
H 1.903 -0.448 -2.590 -0.128 0.365 -0.673 0.1237
H -1.740 -0.895 1.917 0.382 0.499 -0.705 0.1346
```
Forces are in eV/Å.

Calculated values
multiplicity	1
DFT total energy	-36863.6269	eV
structure (SMILES)	O=C(Nc1cc(-c2ccccc2)c(Cl)nn1)c1ccccc1
total charge	0
ΔE to the lowest compared entry with this formula, charge and spin	0.00	kcal per mole
LUMO level	-0.046	eV